{
  "formula": "C22H39F24MgN5O3P4",
  "method": "wB97M-V/def2-TZVPD",
  "spin_multiplicity": 1,
  "homo_lumo_gap_ev": 9.04,
  "total_charge": -2,
  "e_lumo_ev": 3.4097,
  "total_energy_ha": -5324.53591,
  "elements": ["Mg", "P", "F", "F", "F", "F", "F", "F", "P", "F", "F", "F", "F", "F", "F", "P", "F", "F", "F", "F", "F", "F", "P", "F", "F", "F", "F", "F", "F", "C", "C", "N", "H", "H", "H", "C", "C", "N", "H", "H", "H", "C", "C", "N", "H", "H", "H", "C", "C", "N", "H", "H", "H", "C", "C", "N", "H", "H", "H", "C", "C", "C", "O", "C", "H", "H", "H", "H", "H", "H", "H", "H", "C", "C", "C", "O", "C", "H", "H", "H", "H", "H", "H", "H", "H", "C", "C", "C", "O", "C", "H", "H", "H", "H", "H", "H", "H", "H"],
  "positions_angstrom": [[-8.028525, 11.359111, 8.874017], [-10.343717, 6.271420, 9.467414], [-9.650821, 4.917327, 10.032372], [-9.191247, 6.669442, 8.407218], [-10.908089, 5.378213, 8.214449], [-11.231729, 7.605989, 8.956864], [-11.509383, 5.770362, 10.515169], [-9.548082, 7.090638, 10.656139], [-8.816276, 14.699671, 9.754258], [-10.173084, 14.889056, 8.924894], [-9.776176, 14.128134, 10.952772], [-8.727490, 13.151242, 9.318185], [-7.504173, 14.582520, 10.767120], [-7.890710, 15.025659, 8.435431], [-8.847966, 16.249065, 10.245848], [-3.069464, 8.774912, 6.956007], [-2.116376, 7.914329, 5.942355], [-3.620054, 7.325407, 7.420319], [-1.815978, 8.705799, 7.982482], [-4.035887, 9.508539, 8.106607], [-2.510605, 10.263012, 6.447405], [-4.325990, 8.847919, 5.905720], [-10.931538, 11.179978, 6.957130], [-10.318495, 9.659309, 6.799191], [-11.371159, 10.759211, 8.498585], [-9.442865, 11.514812, 7.568846], [-11.425303, 12.764446, 7.219647], [-10.290059, 11.707753, 5.540384], [-12.445746, 10.879769, 6.417031], [-5.253769, 11.260143, 12.669652], [-5.936102, 11.478533, 11.365829], [-6.450107, 11.629561, 10.328651], [-4.526335, 12.068622, 12.742559], [-4.726731, 10.306845, 12.708983], [-5.882587, 11.321992, 13.557836], [-7.739330, 10.293555, 4.109496], [-6.312488, 10.421737, 3.685715], [-5.192888, 10.504902, 3.250359], [-8.289193, 10.304038, 3.168409], [-8.045788, 11.161216, 4.693748], [-7.802607, 9.346110, 4.644693], [-11.103205, 9.601156, 11.896629], [-10.073174, 10.142609, 10.921001], [-9.246851, 10.546705, 10.228161], [-10.649731, 9.497786, 12.882417], [-11.432278, 8.607618, 11.592159], [-12.033467, 10.151314, 12.038147], [-4.832214, 13.628639, 6.433441], [-5.906747, 12.866672, 7.105221], [-6.825282, 12.250302, 7.462278], [-3.881338, 13.425671, 6.926127], [-5.037118, 14.687666, 6.590168], [-4.798025, 13.390155, 5.370397], [-6.795692, 7.421607, 6.579118], [-7.091299, 8.551670, 7.515516], [-7.405059, 9.431012, 8.256765], [-6.731663, 7.693698, 5.525571], [-7.552897, 6.637552, 6.581776], [-5.801973, 7.025409, 6.788035], [-4.304911, 7.652157, 11.348337], [-3.370643, 6.538316, 11.894540], [-4.324294, 5.523154, 12.368667], [-5.426027, 5.582989, 11.448307], [-5.372973, 6.749271, 10.652409], [-3.824438, 8.305469, 10.620036], [-4.714926, 8.375413, 12.053231], [-2.826908, 7.069162, 12.675983], [-2.759536, 6.259268, 11.036186], [-4.589009, 5.883850, 13.362612], [-3.796723, 4.582671, 12.527655], [-6.305763, 7.298322, 10.523728], [-5.082102, 6.464871, 9.641169], [-3.672814, 14.913804, 11.266228], [-2.854204, 16.134690, 10.764703], [-2.550618, 15.763093, 9.307902], [-3.579254, 14.911913, 8.902242], [-4.480203, 14.622572, 9.988541], [-4.224890, 14.972760, 12.204222], [-2.916574, 14.144008, 11.419875], [-1.993908, 16.328517, 11.405329], [-3.555283, 16.967934, 10.812574], [-1.562804, 15.313380, 9.207485], [-2.535982, 16.627612, 8.644197], [-4.763775, 13.570739, 10.025102], [-5.450089, 15.119942, 9.995459], [-9.022295, 14.479891, 3.637510], [-8.071351, 15.025408, 2.632845], [-6.753910, 15.264253, 3.268322], [-6.961342, 15.073404, 4.653691], [-8.395090, 14.977762, 4.928867], [-9.012402, 13.391374, 3.581557], [-10.076316, 14.755180, 3.600538], [-8.502400, 15.971528, 2.305515], [-7.973656, 14.554556, 1.654653], [-6.419853, 16.277335, 3.044327], [-6.002398, 14.564370, 2.902958], [-8.684507, 16.014375, 5.101426], [-8.644198, 14.472786, 5.862175]],
  "atomic_forces_ev_per_a": [[0.4, -0.1, -0.4], [-0.5, -0.8, -0.6], [1.7, -0.1, -0.8], [0.8, 0.3, 0.8], [-1.2, 0.2, 0.7], [0.9, -1.6, 1.4], [-0.9, 1.7, -0.7], [-0.9, 0.3, -0.7], [-0.8, 1.3, 1.1], [0.6, 0.3, -0.6], [0.6, 0.9, 0.6], [0.6, -0.9, -0.3], [-0.4, -0.8, -1.0], [-0.3, 0.2, 1.2], [-0.4, -0.4, -0.5], [0.2, 0.5, -0.1], [-0.4, 1.2, -0.9], [-0.4, -0.1, 0.9], [-0.6, 0.2, 0.6], [1.0, -0.5, -0.8], [-0.7, -1.5, 0.2], [1.0, 0.3, 0.2], [-1.2, 0.5, 1.4], [-1.3, 1.0, -1.1], [-0.2, 0.6, -1.3], [0.5, 0.8, 0.2], [0.8, -1.7, 0.1], [-1.0, -1.0, 0.1], [1.8, -0.4, -0.2], [0.2, 0.5, -0.6], [-1.1, -0.2, -1.5], [1.3, -0.5, 3.0], [0.2, -0.1, 0.1], [-0.1, 0.1, -0.4], [-0.4, 0.1, -0.4], [1.5, 0.3, -0.6], [4.8, 0.6, -2.0], [-5.5, -0.3, 2.1], [-0.3, -0.3, 0.2], [0.0, -0.3, 0.2], [-0.5, 0.3, 0.0], [0.6, -0.2, -0.5], [-0.6, -0.1, 0.5], [-1.5, -0.8, 1.8], [0.3, 0.1, -0.1], [0.4, -0.1, -0.3], [0.4, 0.7, -0.6], [-0.2, -0.1, 0.8], [-1.3, -0.9, -0.6], [2.4, 1.5, -0.6], [-0.1, -0.2, -0.1], [-0.1, -0.1, -0.2], [-0.1, -0.1, 0.2], [0.2, 0.2, 0.1], [-1.6, 2.7, 2.2], [1.7, -4.0, -3.5], [0.0, 0.8, 0.2], [-0.1, 0.2, 0.8], [-0.1, 0.0, 0.3], [-0.3, -0.7, -1.7], [0.3, 3.0, -0.7], [-0.1, 0.8, 0.2], [-0.2, -1.3, 1.0], [0.9, 1.4, 0.1], [0.2, -0.2, -0.2], [-0.3, -0.6, 0.6], [0.7, -0.8, 0.1], [0.3, -0.3, 0.3], [-0.8, -0.3, 0.3], [-0.8, -0.6, -0.6], [-0.5, -0.5, 0.5], [0.4, 0.1, -0.1], [1.1, 0.1, -1.1], [-0.9, -0.1, 0.8], [0.3, 0.8, 0.7], [-1.2, -0.8, 0.0], [0.2, -0.9, 1.3], [-0.2, 0.6, -0.3], [-0.1, -0.5, -0.1], [0.1, 0.1, -0.2], [0.3, 0.4, -0.1], [0.0, -0.5, 0.0], [-0.1, 0.3, 0.1], [0.3, -0.2, -0.7], [0.3, 0.7, -0.5], [0.0, -1.7, 1.1], [-1.4, 1.6, -2.7], [0.3, -0.2, 0.6], [-0.2, -0.7, 0.9], [0.6, 1.2, -0.2], [0.0, -0.2, 0.4], [0.2, 0.3, -0.4], [0.1, 0.5, 0.1], [-0.1, -0.8, 0.2], [0.3, 0.2, 0.2], [0.2, -0.1, 0.2], [-0.4, 0.2, 0.0], [0.5, -0.5, -0.2]],
  "lowdin_charge": [0.358, 0.241, -0.195, -0.174, -0.196, -0.194, -0.204, -0.190, 0.225, -0.134, -0.175, -0.198, -0.194, -0.160, -0.166, 0.236, -0.188, -0.188, -0.186, -0.214, -0.203, -0.188, 0.326, -0.161, -0.178, -0.234, -0.192, -0.174, -0.157, -0.012, -0.118, 0.185, 0.075, 0.061, 0.090, -0.053, -0.254, 0.103, 0.082, 0.056, 0.059, -0.012, -0.099, 0.169, 0.078, 0.067, 0.083, -0.018, -0.116, 0.172, 0.080, 0.083, 0.086, -0.029, -0.108, 0.167, 0.066, 0.083, 0.064, -0.144, -0.191, -0.226, -0.114, -0.181, 0.101, 0.074, 0.107, 0.121, 0.110, 0.115, 0.112, 0.110, -0.161, -0.163, -0.224, -0.138, -0.181, 0.110, 0.102, 0.102, 0.108, 0.114, 0.113, 0.088, 0.104, -0.163, -0.211, -0.225, -0.154, -0.145, 0.099, 0.122, 0.105, 0.112, 0.112, 0.116, 0.117, 0.116]
}

---

{
  "formula": "C22H39MnN2O2P3",
  "method": "wB97M-V/def2-TZVPD",
  "s2": 3.993,
  "spin_multiplicity": 4,
  "homo_lumo_gap_ev": [7.32, 4.42],
  "total_charge": 4,
  "e_lumo_ev": [-11.9830, -14.9536],
  "total_energy_ha": -3295.04561,
  "elements": ["P", "C", "H", "H", "H", "C", "H", "H", "H", "C", "H", "H", "H", "P", "C", "H", "H", "H", "C", "H", "H", "H", "C", "H", "H", "H", "P", "C", "H", "H", "H", "C", "H", "H", "H", "C", "H", "H", "H", "Mn", "C", "O", "C", "O", "C", "C", "C", "C", "C", "C", "H", "H", "H", "H", "H", "H", "N", "C", "C", "C", "C", "C", "N", "H", "H", "H", "H", "H", "H"],
  "positions_angstrom": [[-0.568611, 3.282362, -0.815892], [-2.274697, 3.456221, -0.217673], [-2.797187, 4.365764, -0.563504], [-2.328360, 3.485549, 0.891307], [-2.885080, 2.589370, -0.529219], [0.676634, 4.065425, 0.239046], [1.639219, 3.566562, 0.064515], [0.417774, 3.953285, 1.305032], [0.790477, 5.136014, 0.027917], [-0.379376, 3.830209, -2.525996], [-0.346308, 4.919451, -2.650895], [-1.202763, 3.443538, -3.145031], [0.555717, 3.412724, -2.923671], [-0.512675, -2.087016, -3.183849], [-2.301368, -2.171076, -2.909587], [-2.804737, -2.845447, -3.621243], [-2.730971, -1.157555, -2.972189], [-2.483205, -2.497668, -1.873748], [-0.192666, -1.473238, -4.855021], [0.894261, -1.364213, -4.984061], [-0.602881, -0.455747, -4.949998], [-0.609733, -2.125184, -5.636187], [0.139354, -3.772829, -3.086535], [-0.057494, -4.357968, -3.996370], [-0.264552, -4.285644, -2.202340], [1.223891, -3.698926, -2.916389], [0.908681, -2.122541, 2.501346], [-0.688066, -2.630838, 3.181332], [-0.607426, -3.046972, 4.200339], [-1.164838, -3.408374, 2.551484], [-1.408311, -1.792130, 3.236472], [2.047834, -3.486920, 2.228617], [2.367587, -3.968023, 3.161081], [2.932363, -3.108846, 1.702610], [1.571728, -4.246120, 1.590772], [1.680498, -0.783912, 3.414838], [2.111629, -1.144882, 4.358916], [0.943647, 0.012638, 3.617188], [2.478752, -0.365043, 2.780605], [1.831489, 0.131299, -0.581662], [0.072916, 1.276972, -0.932876], [-0.904925, 0.668692, -1.348200], [0.833943, -1.257673, 0.644028], [-0.126207, -1.809074, 0.101899], [3.224704, -1.248596, -0.828907], [3.584971, -0.250976, 0.143606], [3.348056, 1.136776, -0.147527], [2.922882, 1.506132, -1.475244], [2.505054, 0.500720, -2.398344], [2.711141, -0.867871, -2.083833], [3.380690, -2.295620, -0.623519], [4.004436, -0.544183, 1.100508], [3.511564, 1.906307, 0.624187], [2.881726, 2.553808, -1.740498], [2.097056, 0.742997, -3.380762], [2.502848, -1.639132, -2.865772], [-0.318614, 1.670610, 2.972852], [-1.609240, 1.217203, 2.747984], [-2.635935, 1.486948, 3.682237], [-3.893275, 0.939239, 3.449383], [-4.080585, 0.148236, 2.303319], [-2.996942, -0.052744, 1.436373], [-1.786742, 0.470684, 1.657284], [0.233006, 1.796606, 2.122222], [-0.232821, 2.435680, 3.634623], [-2.386938, 2.113005, 4.540471], [-4.714792, 1.116031, 4.140274], [-5.031785, -0.313527, 2.071007], [-3.096423, -0.660545, 0.540872]],
  "atomic_forces_ev_per_a": [[1.0, -0.9, 0.0], [-0.6, -0.1, 0.6], [0.5, -0.3, -0.1], [0.3, 0.0, -0.6], [0.4, 0.3, -0.1], [-0.1, 0.4, 0.2], [-0.2, 0.2, 0.0], [0.0, 0.1, -0.4], [0.0, -0.2, 0.1], [-0.1, 0.0, -0.3], [-0.1, -0.2, 0.2], [0.2, 0.1, 0.3], [-0.2, 0.1, 0.1], [-1.2, -1.3, -1.2], [-0.1, 0.8, 0.8], [0.4, 0.1, 0.1], [0.1, -0.4, -0.2], [0.1, -0.2, -0.4], [0.5, 1.1, 0.3], [-0.2, -0.3, -0.2], [-0.1, -0.4, -0.1], [0.0, 0.0, 0.3], [0.6, 0.1, 0.9], [0.0, 0.3, 0.1], [-0.1, 0.1, -0.3], [-0.2, -0.2, -0.3], [0.8, 1.3, -1.1], [-0.8, -0.2, -0.2], [0.3, 0.1, -0.4], [0.4, 0.3, 0.2], [0.6, -0.2, -0.1], [0.0, -0.3, 0.0], [-0.1, 0.1, -0.1], [-0.1, 0.0, 0.2], [0.0, 0.2, 0.2], [0.2, -0.1, 0.7], [-0.1, 0.3, -0.2], [0.4, -0.6, 0.0], [-0.2, -0.2, 0.3], [-10.2, -1.8, 2.8], [-2.9, 0.1, 0.0], [2.2, 0.4, 0.3], [-2.8, -1.9, 0.4], [1.9, 1.2, -0.3], [2.0, 0.1, -0.8], [0.8, 0.3, -0.4], [3.0, 1.0, -1.1], [1.8, 0.4, 0.0], [1.4, 0.3, -0.6], [1.6, -0.9, -1.1], [-0.1, -0.1, 0.2], [-0.3, 0.0, 0.0], [0.0, -0.4, -0.5], [-0.3, 0.0, 0.0], [0.0, 0.2, 0.4], [-0.1, 0.7, 1.0], [-2.4, 0.6, -1.0], [1.7, 0.2, 0.3], [-0.8, 0.0, 0.6], [0.2, 0.2, 0.1], [-0.4, 0.4, 0.9], [2.1, 0.5, -0.3], [-0.8, -0.9, -1.0], [0.1, -0.5, 0.3], [0.2, -0.2, 0.3], [-0.4, -0.2, -0.1], [0.2, 0.0, -0.1], [-0.1, 0.1, 0.1], [0.0, 0.1, 0.1]],
  "lowdin_charge": [0.918, -0.178, 0.088, 0.055, 0.061, -0.185, 0.034, 0.049, 0.085, -0.173, 0.087, 0.082, 0.057, 0.992, -0.210, 0.093, 0.061, 0.055, -0.207, 0.057, 0.067, 0.095, -0.205, 0.093, 0.069, 0.048, 0.920, -0.159, 0.092, 0.084, 0.042, -0.162, 0.090, 0.057, 0.083, -0.185, 0.087, 0.030, 0.046, 0.451, -0.285, -0.110, -0.291, -0.111, -0.091, -0.097, -0.133, -0.072, -0.102, -0.094, 0.144, 0.140, 0.159, 0.141, 0.152, 0.143, 0.235, -0.333, 0.089, 0.044, 0.076, -0.039, 0.136, 0.104, 0.149, 0.152, 0.151, 0.147, 0.134]
}